(1)
A 2-piece molecular cluster, C7H12NO overall at a distorted geometry. Source: the OMol25 dataset; level of theory: ωB97M-V/def2-TZVPD.

Output
**Energy above the lowest of the compared OMol25 structures with the same formula, charge and spin**: 300.3 kJ/mol
**Gap between HOMO and LUMO**: 8.643 eV

The geometry in ORCA input format:
```
! RIJCOSX wB97M-V def2-TZVPD def2/J DEFGRID3
* xyz 1 1
C -1.68860 1.63955 -1.19100
C 1.81510 -1.40413 -0.05157
C -0.44753 -0.94459 1.10940
C 2.23719 -0.11026 0.65233
C 0.30517 -1.31158 -0.15336
C -0.11436 0.09393 0.09606
C -2.96578 1.04620 -0.98217
N 1.12502 0.86722 0.38476
O -0.99923 2.46507 -1.62171
H 2.24526 -1.46854 -1.05147
H 2.13542 -2.27675 0.51508
H -1.47497 -1.26753 1.17212
H 0.06061 -0.97354 2.06247
H 2.31539 -0.25878 1.72836
H 3.18278 0.28394 0.28421
H -0.17336 -1.94197 -0.88505
H -3.03259 0.13897 -1.58545
H -3.76741 1.73490 -1.27222
H -3.09231 0.74967 0.05951
H 0.99504 1.50722 1.17391
H 1.33916 1.43099 -0.44423
*
```

(2)
An isolated ion of composition C7H12NO2 and charge +1 at a distorted geometry. Source: the OMol25 dataset; level of theory: ωB97M-V/def2-TZVPD.

Output
**Energy above the lowest of the compared OMol25 structures with the same formula, charge and spin**: 522.9 kJ/mol
**Gap between HOMO and LUMO (spin up / spin down)**: 6.780 / 6.779 eV

The geometry in ORCA input format:
```
! RIJCOSX wB97M-V def2-TZVPD def2/J DEFGRID3
* xyz 1 1
C -1.20825 -1.04371 0.87582
C 0.92551 -0.07260 0.01063
C -0.12930 -0.85518 -0.31142
C 1.52618 0.59626 -1.24011
C 1.22348 0.50502 1.34888
C 2.97337 0.79208 -1.63453
C -3.29091 -0.91853 0.67814
N -2.24887 -0.22397 1.34697
O -0.94525 -2.14927 1.26679
O 0.50594 1.30252 -1.64287
H -0.46191 -1.22036 -1.16941
H 2.06306 1.21525 1.40995
H 1.41458 -0.21895 2.09168
H 0.35853 1.07605 1.71625
H 3.04002 1.13468 -2.69842
H 3.32658 -0.20715 -1.62804
H 3.52105 1.41772 -1.02539
H -3.07682 -1.14699 -0.31615
H -3.31409 -1.91101 1.26497
H -4.32483 -0.49682 0.91081
H -2.28407 0.76160 1.26373
H 0.40599 1.66336 -2.51828
*
```

(3)
A 2-piece molecular cluster, C7H12NO2 overall at a distorted geometry. Source: the OMol25 dataset; level of theory: ωB97M-V/def2-TZVPD.

Output
**Energy above the lowest of the compared OMol25 structures with the same formula, charge and spin**: 380.8 kJ/mol
**Gap between HOMO and LUMO**: 10.227 eV

The geometry in ORCA input format:
```
! RIJCOSX wB97M-V def2-TZVPD def2/J DEFGRID3
* xyz 1 1
C 1.01299 0.82192 1.48705
C 0.83421 -0.22663 2.07490
C 1.19499 2.16440 1.19093
C -0.10500 -0.21256 -1.55217
C 0.52907 -1.56621 2.40283
C 1.19467 -0.04590 -2.32231
C -1.78870 0.88945 -0.26014
N -0.50171 0.82028 -0.90397
O 0.93884 2.69993 0.13713
O -0.71316 -1.24406 -1.96560
H 1.69924 2.84720 2.03500
H -0.11927 -1.66422 3.41623
H 1.27553 -2.22303 2.67699
H 0.14575 -2.17233 1.65107
H 1.86546 -0.81255 -1.94820
H 1.75500 0.97655 -2.30215
H 1.03230 -0.09862 -3.39835
H -2.68083 0.68431 -0.94108
H -1.95083 0.11667 0.39145
H -2.05512 1.74223 0.27438
H 0.35686 1.62844 -0.70956
H -1.60039 -1.33867 -1.56569
*
```

(4)
C7H12NO5P as an isolated structure at a distorted geometry. Source: the OMol25 dataset; level of theory: ωB97M-V/def2-TZVPD.

Output
**Energy above the lowest of the compared OMol25 structures with the same formula, charge and spin**: 156.2 kJ/mol
**Gap between HOMO and LUMO**: 6.853 eV

The geometry in ORCA input format:
```
! RIJCOSX wB97M-V def2-TZVPD def2/J DEFGRID3
* xyz -2 1
C 0.94287 -1.63407 0.55995
C -1.34547 -0.86942 -1.46199
C -2.03923 0.21113 -0.81053
C 0.16221 -0.57754 -1.53655
C -1.69420 0.36034 0.65055
C 0.76310 -0.28210 -0.19700
C 0.18708 0.78605 2.08522
N -0.35450 0.87013 0.77330
O -0.07889 -2.32280 0.78287
O 3.05603 0.75442 1.09185
O 3.20810 0.07874 -1.36740
O 2.12984 -1.97703 0.67273
O 1.68908 1.91201 -0.78881
P 2.39886 0.50936 -0.21678
H -1.59027 -1.83201 -1.05134
H -1.77825 -0.85728 -2.41618
H -1.66034 1.28943 -1.26942
H -3.07564 0.32451 -0.89688
H 0.71568 -1.46785 -1.80826
H 0.26115 0.25782 -2.19498
H -2.35299 0.97951 1.30497
H -1.44566 -0.72146 1.10699
H 0.16104 -0.36294 2.50058
H 1.21681 1.15559 2.01020
H -0.39571 1.41242 2.78402
H 0.91929 2.00304 -0.30711
*
```

(5)
An isolated molecule of C7H12O at a distorted geometry. Source: the OMol25 dataset; level of theory: ωB97M-V/def2-TZVPD.

Output
**Energy above the lowest of the compared OMol25 structures with the same formula, charge and spin**: 224.4 kJ/mol
**SMILES**: C=CC(=C)CCCO
**Gap between HOMO and LUMO**: 10.238 eV

The geometry in ORCA input format:
```
! RIJCOSX wB97M-V def2-TZVPD def2/J DEFGRID3
* xyz 0 1
C -0.96299 1.63269 0.38858
O -1.36814 2.65497 -0.51000
C -1.49175 0.23861 -0.07612
C -0.51057 -0.43660 -1.03279
C 0.86256 -0.92030 -0.46036
C 1.40940 -1.86893 -1.20328
C 1.13064 -0.45649 1.99466
C 1.51262 -0.37824 0.72779
H 0.11926 1.66083 0.39425
H -1.37414 1.81958 1.38685
H -2.09411 2.36431 -1.04438
H -1.64147 -0.32842 0.84611
H -2.44877 0.32767 -0.60452
H -0.92997 -1.31199 -1.51736
H -0.06345 0.28618 -1.72103
H 1.09885 -2.49236 -2.02789
H 2.43372 -2.25276 -1.17740
H 1.73412 0.06376 2.72912
H 0.25371 -0.92246 2.43889
H 2.33049 0.31995 0.46888
*
```

(6)
An isolated molecule of C7H12O at a distorted geometry. Source: the OMol25 dataset; level of theory: ωB97M-V/def2-TZVPD.

Output
**Energy above the lowest of the compared OMol25 structures with the same formula, charge and spin**: 236.5 kJ/mol
**SMILES**: CCC/C=C/C=C/O
**Gap between HOMO and LUMO**: 9.504 eV

The geometry in ORCA input format:
```
! RIJCOSX wB97M-V def2-TZVPD def2/J DEFGRID3
* xyz 0 1
C 1.61707 -0.96101 1.86355
C 1.63343 0.41065 1.28075
C 1.96256 0.42891 -0.19854
C 0.67894 0.10998 -0.90597
C -0.58392 0.06199 -0.45653
C -1.83238 -0.24651 -1.30889
C -2.92290 0.43168 -1.14114
O -3.97119 0.11991 -1.95990
H 2.04881 -1.57791 0.99137
H 0.60015 -1.14817 2.27276
H 2.38646 -1.07668 2.67718
H 2.28212 1.18671 1.78469
H 0.56163 0.79269 1.20963
H 2.66756 -0.29412 -0.51640
H 2.44362 1.40824 -0.42638
H 0.88545 -0.22156 -1.94401
H -0.84714 0.12451 0.67615
H -1.83691 -1.10272 -1.98193
H -3.03266 1.32973 -0.50643
H -4.74070 0.22368 -1.40994
*
```

(7)
C7H12O as an isolated structure at a distorted geometry. Source: the OMol25 dataset; level of theory: ωB97M-V/def2-TZVPD.

Output
**Energy above the lowest of the compared OMol25 structures with the same formula, charge and spin**: 724.6 kJ/mol
**Gap between HOMO and LUMO**: 6.229 eV

The geometry in ORCA input format:
```
! RIJCOSX wB97M-V def2-TZVPD def2/J DEFGRID3
* xyz 0 1
C -0.47772 1.50664 1.68899
O -1.56856 1.83133 0.94479
C 0.77243 1.62877 0.82968
C 0.28988 1.29854 -0.62296
C 0.01129 -0.04136 -1.04304
C -0.82237 -0.87950 -0.06143
C 0.63644 -2.81340 -0.94817
C -0.34930 -1.94467 -1.01657
H -0.52702 0.48538 2.11024
H -0.41206 2.16566 2.57384
H 0.67739 -0.16968 -1.88651
H 1.51869 0.88268 1.12362
H 1.23523 2.61310 0.86860
H 1.08387 1.73470 -1.23562
H -0.69642 1.90320 -0.58512
H -0.39369 -1.08277 0.91391
H -1.87400 -0.63381 -0.03243
H 0.97930 -3.18732 0.01191
H 0.99414 -3.34184 -1.82096
H -1.07751 -1.95564 -1.81277
*
```

(8)
A 2-piece molecular cluster, C7H12O overall at a distorted geometry. Source: the OMol25 dataset; level of theory: ωB97M-V/def2-TZVPD.

Output
**Energy above the lowest of the compared OMol25 structures with the same formula, charge and spin**: 229.3 kJ/mol
**SMILES**: C=C/C=C/C=C/C.O
**Gap between HOMO and LUMO**: 10.216 eV

The geometry in ORCA input format:
```
! RIJCOSX wB97M-V def2-TZVPD def2/J DEFGRID3
* xyz 0 1
C 0.31949 2.49973 0.80835
C -0.65973 3.23440 0.27845
C 0.85763 0.50956 -0.54163
C 0.47658 1.00875 0.63357
C 0.55535 -3.36520 -0.52391
C 0.23925 -1.90291 -0.35682
C 1.09241 -0.94773 -0.74083
H 1.16412 2.85761 1.39591
H -1.44017 2.73588 -0.28673
H -0.58795 4.29893 0.14819
H 0.81621 1.07919 -1.46535
H 0.60372 0.61118 1.63826
H -0.24370 -3.94094 -0.05389
H 0.59486 -3.66280 -1.58087
H 1.48566 -3.79694 -0.16900
H -0.80774 -1.71638 -0.20576
H 2.12136 -1.10919 -1.04334
H -2.12550 1.26312 0.86461
H -1.85219 -0.13167 0.61512
O -2.60966 0.47541 0.58568
*
```

(9)
An isolated molecule of C7H12O at a distorted geometry. Source: the OMol25 dataset; level of theory: ωB97M-V/def2-TZVPD.

Output
**Energy above the lowest of the compared OMol25 structures with the same formula, charge and spin**: 285.5 kJ/mol
**SMILES**: C=C(C)[C@@]1(C)O[C@@H]1C
**Gap between HOMO and LUMO**: 9.909 eV

The geometry in ORCA input format:
```
! RIJCOSX wB97M-V def2-TZVPD def2/J DEFGRID3
* xyz 0 1
C 1.80831 1.69851 -0.01252
C 1.31283 0.48132 0.03458
C -1.21395 0.69040 -0.40497
C -0.22876 0.10168 0.51305
C 2.10940 -0.69030 -0.17504
C -2.58953 0.05439 -0.88053
C -0.38331 -1.21437 1.10036
O -1.10536 1.12569 0.96338
H 2.89654 1.76163 -0.27146
H 1.28260 2.61035 0.12074
H -0.93496 1.36381 -1.14430
H 3.06537 -0.58852 -0.67386
H 2.50808 -0.82371 0.88869
H 1.53216 -1.53710 -0.35989
H -2.36335 -0.71055 -1.70210
H -3.08311 0.97630 -1.30027
H -3.25232 -0.47007 -0.06964
H -1.42500 -1.23059 1.53567
H 0.53894 -1.60436 1.61434
H -0.47456 -1.99452 0.22376
*
```

(10)
An isolated molecule of C7H12O at a distorted geometry. Source: the OMol25 dataset; level of theory: ωB97M-V/def2-TZVPD.

Output
**Energy above the lowest of the compared OMol25 structures with the same formula, charge and spin**: 117.6 kJ/mol
**SMILES**: CC1=CCC[C@]1(C)O
**Gap between HOMO and LUMO**: 10.026 eV

The geometry in ORCA input format:
```
! RIJCOSX wB97M-V def2-TZVPD def2/J DEFGRID3
* xyz 0 1
C -1.32855 -0.99715 -0.17743
C -0.03758 -0.87912 -0.06718
C -1.98433 0.33505 -0.23689
C -0.89259 1.29932 0.20316
C 0.45288 0.59478 -0.23846
C 0.95920 -1.92479 -0.14083
C 1.57350 0.92620 0.83990
O 1.00299 0.91570 -1.44888
H -1.75094 -2.00793 -0.17546
H -2.55443 0.48051 -1.17519
H -2.76707 0.29003 0.51757
H -1.15983 2.43982 0.14941
H -0.95663 1.10485 1.28844
H 1.56071 -1.52793 -0.95901
H 0.61338 -3.00664 -0.27685
H 1.51458 -1.93912 0.77979
H 1.61891 2.01333 0.92694
H 2.47803 0.61930 0.51280
H 1.37870 0.48435 1.78293
H 0.27906 0.77945 -2.10475
*
```